(1)
Below is 3 unconnected molecules or ions with the total composition C3H14NO2S2 at a distorted geometry, with properties calculated with ωB97M-V/def2-TZVPD.

Properties
HOMO level = -12.48 eV
Molecular weight = 160.28 g mol⁻¹
Lowest unoccupied orbital energy = -3.05 eV
Energy above the lowest of the compared OMol25 structures with the same formula, charge and spin = 1.360 eV
Multiplicity = 1
Frontier orbital gap = 9.43 eV
Electronic energy = -1124.0454 Ha
Charge = +1

Last column: Mulliken charge in e.
Geometry (Å):
N 1.39 -2.14 0.01  -0.210
C 0.61 -1.39 -1.14  -0.343
C 1.78 -1.15 -2.23  -1.151
C 0.08 -0.10 -0.68  -0.335
S -1.45 -0.46 0.34  -0.082
S -1.57 0.71 2.08  -0.162
H 1.90 -2.91 -0.47  0.369
H 1.96 -1.58 0.58  0.273
H 0.63 -2.48 0.63  0.402
H -0.29 -1.95 -1.50  0.382
H 2.32 -2.10 -2.38  0.435
H 1.27 -0.79 -3.10  0.397
H 2.41 -0.25 -1.86  0.258
H 0.81 0.43 -0.07  0.266
H -0.11 0.44 -1.66  0.307
H -2.53 1.57 1.62  0.189
H -0.99 3.53 -1.80  0.272
H -1.91 2.32 -2.25  0.309
O -1.12 2.63 -1.77  -0.575
H 2.83 1.50 1.87  0.298
H 3.28 1.12 0.50  0.316
O 2.65 0.86 1.18  -0.614

(2)
Below is 4 unconnected molecules or ions with the total composition C3H14NO3S at a distorted geometry, with properties calculated with ωB97M-V/def2-TZVPD.

Properties
HOMO level = -3.65 eV
Molecular weight = 144.22 g mol⁻¹
Lowest unoccupied orbital energy = 3.69 eV
Energy above the lowest of the compared OMol25 structures with the same formula, charge and spin = 0.000 eV
Multiplicity = 1
Frontier orbital gap = 7.34 eV
Electronic energy = -801.4416 Ha
Charge = -1

Last column: Mulliken charge in e.
Geometry (Å):
C -0.94 -1.29 -0.54  -1.484
C 0.11 -0.26 -0.84  0.453
C -0.42 1.18 -0.71  -0.953
S -0.82 1.69 0.99  -0.618
N 1.29 -0.48 0.01  -0.673
H -0.55 -2.30 -0.63  0.379
H -1.84 -1.17 -1.15  0.362
H -1.30 -1.20 0.49  0.311
H 0.45 -0.36 -1.88  0.190
H 0.34 1.86 -1.10  0.328
H -1.29 1.32 -1.36  0.434
H 1.98 0.20 -0.22  0.249
H 0.99 -0.38 0.97  0.266
H 2.16 3.36 0.75  0.308
H 1.35 2.21 1.32  0.238
O 2.27 2.46 1.08  -0.669
H -2.93 0.90 0.82  0.184
H -3.87 0.19 1.73  0.299
O -3.88 0.64 0.88  -0.679
H 2.02 -2.12 -0.34  0.510
H 2.53 -3.41 0.31  0.287
O 2.35 -3.03 -0.56  -0.722